[1]
Molecular formula: C3H10NO
Method: DFT, the ωB97M-V functional and the def2-TZVPD basis

```
15
Properties=species:S:1:pos:R:3:nbo_charge:R:1
C 1.3634 -1.6858 1.5294 -0.258
O 1.4546 -0.6901 0.4187 -0.776
H 1.8745 -2.5959 1.2435 0.210
H 1.8061 -1.2539 2.4288 0.204
H 0.3154 -1.6894 1.7936 0.192
H 1.5009 -1.3342 -0.2937 0.491
C -1.3981 0.9319 -0.4372 -0.077
C -1.8868 0.4007 -1.5485 -0.322
N 0.0022 1.3723 -0.3606 -0.725
H -2.0569 1.3722 0.2998 0.234
H -2.9456 0.4212 -1.7463 0.254
H -1.1727 0.1997 -2.3447 0.208
H 0.1999 1.8393 -1.2382 0.438
H 0.1426 2.0296 0.4051 0.442
H 0.8004 0.6824 -0.1499 0.487
```

As for the charge: +1. The value obtained for the calculated total energy is -6802.5508 eV. The relative energy (zero: lowest compared OMol25 entry of this formula, charge and spin) is 1.7599 eV. The HOMO-LUMO gap comes out at 11.695 eV.

[2]
Molecular formula: C27H31F25N3O8P
Method: DFT, the ωB97M-V functional and the def2-TZVPD basis

```
95
Properties=species:S:1:pos:R:3:lowdin_charge:R:1
C 0.0396 -2.9269 -4.7576 -0.082
C 0.7929 -1.5999 -4.8012 -0.157
C 0.1897 -0.5945 -5.7771 -0.290
F 1.1622 -0.0524 -6.6048 0.002
C -0.6160 0.4717 -5.1083 -0.028
C -0.1195 1.5650 -4.5125 -0.111
C 1.3545 1.8294 -4.4116 -0.111
P 1.9265 1.9861 -2.6844 0.415
O 2.3071 3.3362 -2.2844 -0.261
O 3.0733 0.8947 -2.5673 -0.106
O 0.7833 1.3908 -1.7391 -0.126
C -1.0350 2.5659 -3.9245 -0.312
O -0.6041 3.5160 -3.2719 0.108
C -2.4806 2.4171 -4.1502 0.083
C -3.0021 1.3189 -4.7052 -0.121
C -4.4820 1.1912 -4.8835 -0.082
C -5.2141 0.3120 -3.8646 -0.673
N -4.8382 0.6677 -2.5111 0.102
N -5.0658 -1.1309 -4.0819 0.090
N -6.6397 0.6754 -4.0077 0.070
C -2.0803 0.2283 -5.1175 -0.231
O -2.5241 -0.8757 -5.4608 0.097
H -0.5697 -3.0779 -5.6392 0.071
H 0.7322 -3.7561 -4.7058 0.069
H -0.5976 -3.0084 -3.8862 0.072
H 1.7900 -1.8115 -5.1695 0.119
H 0.8870 -1.1806 -3.8064 0.110
H -0.4854 -1.1424 -6.4202 0.132
H 1.9244 1.0233 -4.8440 0.087
H 1.5820 2.7745 -4.8835 0.119
H 3.0285 0.5170 -1.6754 0.071
H 0.3815 2.1636 -1.3164 0.089
H -3.1083 3.2300 -3.8379 0.134
H -4.7334 0.8652 -5.8889 0.130
H -4.8964 2.1801 -4.7542 0.117
H -3.8477 0.4912 -2.3717 0.074
H -5.3175 0.0156 -1.8958 0.075
H -4.8027 -1.3668 -5.0254 0.060
H -4.4340 -1.5586 -3.4242 0.070
H -6.9073 0.3612 -4.9367 0.072
H -7.1438 0.0372 -3.3978 0.054
C -10.5401 -3.6912 -2.4299 -0.033
C -11.7358 -3.3195 -1.5276 -0.441
C -12.1570 -1.8487 -1.4280 -0.312
F -11.1968 -1.0837 -0.8804 0.102
F -13.2486 -1.7668 -0.6331 0.097
F -11.5537 -3.8338 -0.2940 0.136
F -12.8139 -3.9526 -2.0720 0.101
O -9.2713 -3.9421 -1.8323 0.045
C -8.3157 -2.9725 -1.6238 -0.542
C -7.9652 -2.8180 -0.1405 -0.288
F -9.0407 -2.4578 0.5786 0.109
F -7.0249 -1.8500 -0.0172 0.091
F -8.6440 -1.7950 -2.1916 0.143
F -7.1868 -3.3912 -2.2327 0.138
H -10.8143 -4.6637 -2.8349 0.147
H -10.4582 -3.0244 -3.2876 0.146
H -12.4157 -1.4538 -2.4144 0.172
H -7.5724 -3.7581 0.2517 0.176
C 4.1145 2.4387 2.3211 -0.024
C 3.2751 1.5721 1.3603 -0.433
C 2.0440 0.8477 1.9149 -0.304
F 2.3699 -0.0631 2.8485 0.105
F 1.4375 0.1887 0.8992 0.089
F 4.0773 0.6926 0.7116 0.128
F 2.7995 2.4340 0.4233 0.098
O 5.3343 1.9153 2.8440 0.046
C 5.4249 1.2063 4.0178 -0.536
C 5.9744 -0.2060 3.7777 -0.287
F 5.1653 -0.8923 2.9542 0.109
F 6.0462 -0.8799 4.9504 0.094
F 4.2715 1.1925 4.7061 0.159
F 6.3240 1.8633 4.7956 0.126
H 4.4520 3.2635 1.6962 0.152
H 3.4998 2.8873 3.1006 0.148
H 1.3351 1.5636 2.3398 0.175
H 6.9699 -0.1556 3.3312 0.176
C 8.6895 0.2581 7.1482 -0.037
C 7.8401 0.7572 8.3337 -0.439
C 7.6810 2.2676 8.5347 -0.307
F 8.8557 2.8680 8.7989 0.101
F 6.8654 2.4781 9.5944 0.096
F 8.2701 0.1818 9.4764 0.136
F 6.5783 0.2952 8.1043 0.103
O 10.0218 -0.1727 7.4059 0.046
C 11.1077 0.6721 7.3871 -0.541
C 11.8215 0.7121 8.7424 -0.290
F 10.9982 1.1575 9.7077 0.105
F 12.8739 1.5575 8.6561 0.099
F 10.7989 1.9038 6.9438 0.155
F 11.9953 0.1525 6.5083 0.140
H 8.1909 -0.6547 6.8261 0.142
H 8.6366 0.9357 6.2960 0.139
H 7.2292 2.7272 7.6511 0.168
H 12.1767 -0.2855 9.0084 0.175
```

The value obtained for the calculated total energy is -126580.4958 eV. The SMILES is CC[C@H](F)C1=C(CP(=O)(O)O)C(=O)C=C(CC(N)(N)N)C1=O.FC(F)C(F)(F)COC(F)(F)C(F)F.FC(F)C(F)(F)COC(F)(F)C(F)F.FC(F)C(F)(F)COC(F)(F)C(F)F. The HOMO-LUMO gap comes out at 7.217 eV.

[3]
Molecular formula: C5H10O2
Method: DFT, the ωB97M-V functional and the def2-TZVPD basis

```
17
Properties=species:S:1:pos:R:3:nbo_charge:R:1
C 0.4394 -0.9147 -1.5578 -0.723
C -0.1878 0.3234 -0.9839 0.588
O -0.5500 1.2806 -1.6483 -0.598
C -0.3836 0.4043 0.5317 0.136
C -0.8187 -0.8726 1.2665 -0.624
C 1.0941 0.8795 0.6573 -0.618
O -1.3413 1.3962 0.7611 -0.714
H 1.3888 -1.2248 -1.1040 0.238
H 0.5705 -0.7817 -2.6296 0.241
H -0.2924 -1.7015 -1.3576 0.241
H -1.6772 -1.3140 0.7449 0.216
H -1.1639 -0.6438 2.2827 0.235
H -0.0311 -1.6297 1.3416 0.207
H 1.1610 1.8885 1.0568 0.247
H 1.4744 0.9696 -0.3920 0.219
H 1.7462 0.1479 1.1315 0.218
H -1.4635 1.7670 -0.1381 0.489
```

The value obtained for the calculated total energy is -9441.4419 eV. The SMILES is CC(=O)C(C)(C)O. The relative energy (zero: lowest compared OMol25 entry of this formula, charge and spin) is 1.6011 eV. The HOMO-LUMO gap comes out at 10.500 eV.